{"formula": "C29H31Cl2CrNOP2", "method": "ωB97M-V with the def2-TZVPD basis set", "gap_ev": [6.49, 7.76], "e_above_lowest_ev": 0.000, "multiplicity": 4, "s_squared": 4.006, "energy_ha": -3900.2977, "homo_ev": [-17.2, -17.2], "charge": 3, "elements": ["Cr", "Cl", "C", "Cl", "H", "H", "C", "N", "P", "C", "C", "C", "C", "C", "C", "C", "C", "C", "C", "C", "C", "P", "C", "C", "C", "C", "C", "C", "C", "C", "C", "C", "C", "C", "H", "H", "H", "H", "H", "H", "H", "H", "H", "H", "H", "H", "H", "H", "H", "H", "H", "H", "H", "H", "H", "H", "H", "C", "C", "C", "O", "H", "H", "H", "H", "H", "H"], "positions_angstrom": [[-1.119, -1.142, 0.737], [-1.558, -3.557, 0.250], [-2.161, -3.841, 1.926], [-1.692, -2.448, 2.939], [-1.679, -4.737, 2.303], [-3.241, -3.921, 1.897], [0.216, 1.796, 1.711], [0.162, 0.585, 0.843], [1.198, -0.853, 1.084], [2.542, -1.019, -0.062], [2.380, -1.856, -1.168], [3.437, -2.053, -2.038], [4.651, -1.418, -1.802], [4.819, -0.594, -0.693], [3.771, -0.400, 0.187], [1.787, -0.821, 2.764], [2.481, 0.254, 3.337], [3.030, 0.118, 4.599], [2.917, -1.085, 5.287], [2.260, -2.163, 4.713], [1.694, -2.035, 3.454], [-0.546, 0.608, -0.742], [0.592, 0.629, -2.098], [1.706, 1.471, -2.092], [2.517, 1.517, -3.211], [2.207, 0.748, -4.329], [1.091, -0.079, -4.336], [0.281, -0.149, -3.214], [-1.693, 1.961, -0.861], [-2.654, 2.231, 0.128], [-3.534, 3.281, -0.042], [-3.485, 4.055, -1.201], [-2.548, 3.785, -2.187], [-1.648, 2.743, -2.024], [1.145, 2.328, 1.518], [0.169, 1.496, 2.754], [-0.618, 2.450, 1.480], [1.437, -2.362, -1.340], [3.327, -2.713, -2.888], [5.481, -1.582, -2.477], [5.774, -0.122, -0.506], [3.922, 0.210, 1.069], [2.609, 1.190, 2.811], [3.559, 0.950, 5.044], [3.356, -1.184, 6.270], [2.195, -3.104, 5.241], [1.207, -2.890, 3.001], [1.938, 2.087, -1.231], [3.384, 2.164, -3.223], [2.839, 0.800, -5.206], [0.854, -0.667, -5.212], [-0.588, -0.798, -3.217], [-2.705, 1.644, 1.037], [-4.258, 3.511, 0.728], [-4.180, 4.875, -1.327], [-2.508, 4.390, -3.082], [-0.915, 2.547, -2.794], [-3.951, -0.901, -1.564], [-4.080, -0.726, -0.096], [-5.411, -0.454, 0.489], [-3.084, -0.782, 0.652], [-4.830, -1.388, -1.987], [-3.045, -1.442, -1.833], [-3.908, 0.105, -2.000], [-5.944, 0.283, -0.115], [-5.345, -0.146, 1.528], [-6.001, -1.376, 0.416]], "lowdin_charge": [0.35, 0.68, -0.77, 0.70, 0.07, 0.07, -0.06, -0.48, 1.03, -0.37, -0.10, -0.04, -0.02, -0.03, -0.06, -0.36, -0.09, -0.03, -0.01, -0.03, -0.11, 1.03, -0.41, -0.07, -0.03, -0.02, -0.03, -0.09, -0.34, -0.11, -0.03, -0.01, -0.02, -0.04, 0.10, 0.10, 0.08, 0.10, 0.13, 0.13, 0.13, 0.11, 0.10, 0.13, 0.13, 0.13, 0.09, 0.12, 0.13, 0.13, 0.13, 0.11, 0.11, 0.13, 0.13, 0.13, 0.11, 0.03, -0.41, 0.04, -0.16, 0.12, 0.08, 0.12, 0.12, 0.11, 0.13]}